{"formula": "C10H22BrCuNO8P", "method": "ωB97M-V with the def2-TZVPD basis set", "symbols": ["Cu", "Br", "C", "O", "O", "O", "C", "O", "N", "C", "C", "H", "H", "H", "H", "H", "H", "H", "C", "C", "O", "P", "O", "O", "C", "C", "O", "C", "C", "H", "H", "H", "H", "H", "H", "H", "H", "H", "H", "H", "H", "H", "H", "H"], "xyz": [[1.85, 0.07, 1.88], [3.45, 2.30, 0.88], [3.43, -1.08, 3.91], [2.99, -0.04, 4.35], [3.31, -1.46, 2.74], [4.04, -1.81, 4.67], [0.27, 2.56, 2.86], [0.15, 1.44, 2.48], [-0.52, 3.62, 2.59], [0.10, 4.95, 2.62], [-1.81, 3.61, 1.84], [1.20, 3.00, 3.26], [-0.66, 5.73, 2.73], [0.49, 5.07, 1.61], [0.80, 5.12, 3.44], [-2.62, 4.11, 2.38], [-1.67, 3.97, 0.82], [-2.03, 2.55, 1.84], [-0.62, 1.77, -0.83], [0.19, 0.70, -1.61], [-0.61, -0.44, -1.51], [-0.22, -1.74, -0.60], [0.36, -1.51, 0.80], [-1.68, -2.55, -0.46], [-2.07, -3.56, -1.28], [-3.37, -2.95, -1.85], [0.58, -2.80, -1.57], [1.17, -2.37, -2.78], [1.75, -3.62, -3.47], [-0.56, 1.40, 0.19], [-0.16, 2.76, -0.80], [-1.62, 1.81, -1.26], [0.25, 0.83, -2.69], [1.12, 0.52, -1.06], [-1.47, -3.92, -2.12], [-2.22, -4.40, -0.59], [-4.31, -3.27, -1.40], [-3.30, -1.88, -2.05], [-3.60, -3.38, -2.83], [0.43, -1.84, -3.38], [1.83, -1.52, -2.63], [1.19, -4.51, -3.17], [1.33, -3.47, -4.46], [2.83, -3.77, -3.51]], "s_squared": 0.759, "spin_multiplicity": 2, "charge": -1, "e_above_lowest_kcal_mol": 24.6, "e_lumo_ev": [2.351, 2.351]}